A structure of composition C5H7NO. Source: the Open Molecules 2025 dataset; level of theory: wB97M-V/def2-TZVPD.

Last column: Löwdin charge in e.
CARTESIAN COORDINATES (ANGSTROEM)
O: -0.533 -1.655 0.220  0.045
N: 1.524 -0.573 0.600  0.069
C: -1.903 0.313 0.114  -0.030
C: -0.565 0.297 -0.609  -0.102
C: 2.210 0.694 0.371  -0.128
C: 0.354 -0.596 0.159  -0.385
C: -1.458 -0.909 -0.597  -0.212
H: -1.940 0.328 1.201  0.119
H: -0.266 0.997 -1.380  0.136
H: -2.671 0.892 -0.392  0.113
H: 3.272 0.574 0.593  0.068
H: 1.807 1.483 1.021  0.082
H: -1.974 -1.436 -1.390  0.151
H: 2.112 1.039 -0.671  0.075

LUMO level (eV): 0.977
Energy relative to the best compared isomer or geometry (same formula, charge and spin) (kcal/mol): 61.1
Molecular weight (g/mol): 97.1